14 unconnected molecules or ions with the total composition C53H81N3O19 in a non-equilibrium geometry. Source: OMol25; level of theory: ωB97M-V/def2-TZVPD.

Last columns: bonded neighbours and bond lengths (Å).
Element x y z (Å)
1 O 0.069 -20.251 6.980  C2 1.214
2 C 0.647 -19.995 5.945  O1 1.214, O3 1.370, C6 1.512
3 O 2.007 -19.880 5.828  C2 1.370, C4 1.407
4 C 2.390 -19.719 4.484  O3 1.407, C5 1.531, H7 1.090, H8 1.090
5 C 1.190 -19.018 3.841  C4 1.531, C6 1.515, H9 1.090, H10 1.090
6 C 0.037 -19.630 4.610  C2 1.512, C5 1.515, H11 1.090, H12 1.090
7 H 2.586 -20.698 4.047  C4 1.090
8 H 3.339 -19.182 4.449  C4 1.090
9 H 1.111 -19.275 2.785  C5 1.090
10 H 1.216 -17.932 3.940  C5 1.090
11 H -0.312 -20.577 4.199  C6 1.090
12 H -0.832 -18.993 4.778  C6 1.090
13 O 15.928 -29.001 11.823  C14 1.219
14 C 15.416 -27.899 11.933  O13 1.219, O15 1.280, C18 1.525
15 O 15.892 -26.858 11.362  C14 1.280, C16 1.455
16 C 15.036 -25.689 11.492  O15 1.455, C17 1.490, H19 1.090, H20 1.090
17 C 13.772 -26.258 12.040  C16 1.490, C18 1.530, H21 1.090, H22 1.090
18 C 14.185 -27.544 12.759  C14 1.525, C17 1.530, H23 1.090, H24 1.090
19 H 15.037 -25.147 10.547  C16 1.090
20 H 15.495 -25.042 12.240  C16 1.090
21 H 13.020 -26.419 11.268  C17 1.090
22 H 13.279 -25.510 12.661  C17 1.090
23 H 13.438 -28.337 12.792  C18 1.090
24 H 14.388 -27.222 13.781  C18 1.090
25 O 4.850 -33.545 2.871  C26 1.240
26 C 5.339 -32.478 3.271  O25 1.240, O27 1.408, C30 1.544
27 O 4.701 -31.236 3.087  C26 1.408, C28 1.448
28 C 5.495 -30.172 3.665  O27 1.448, C29 1.566, H31 1.090, H32 1.090
29 C 6.944 -30.753 3.794  C28 1.566, C30 1.539, H33 1.090, H34 1.090
30 C 6.695 -32.261 3.976  C26 1.544, C29 1.539, H35 1.090, H36 1.090
31 H 5.099 -29.677 4.552  C28 1.090
32 H 5.508 -29.385 2.911  C28 1.090
33 H 7.299 -30.236 4.686  C29 1.090
34 H 7.577 -30.546 2.931  C29 1.090
35 H 6.604 -32.612 5.004  C30 1.090
36 H 7.422 -32.888 3.459  C30 1.090
37 O 17.432 -14.791 4.861  C38 1.217
38 C 17.326 -16.000 4.760  O37 1.217, O39 1.338, C42 1.529
39 O 18.390 -16.757 4.470  C38 1.338, C40 1.442
40 C 18.120 -18.172 4.528  O39 1.442, C41 1.484, H43 1.090, H44 1.090
41 C 16.877 -18.221 5.336  C40 1.484, C42 1.535, H45 1.090, H46 1.090
42 C 16.136 -16.897 5.103  C38 1.529, C41 1.535, H47 1.090, H48 1.090
43 H 18.831 -18.825 5.033  C40 1.090
44 H 17.915 -18.520 3.515  C40 1.090
45 H 17.138 -18.214 6.395  C41 1.090
46 H 16.235 -19.083 5.155  C41 1.090
47 H 15.673 -16.510 6.011  C42 1.090
48 H 15.367 -16.831 4.334  C42 1.090
49 O 6.263 -26.129 12.208  C50 1.240
50 C 6.486 -25.476 11.178  O49 1.240, O51 1.310, C54 1.495
51 O 6.858 -24.228 11.312  C50 1.310, C52 1.392
52 C 7.179 -23.586 10.119  O51 1.392, C53 1.463, H55 1.090, H56 1.090
53 C 6.740 -24.498 9.062  C52 1.463, C54 1.565, H57 1.090, H58 1.090
54 C 6.545 -25.893 9.744  C50 1.495, C53 1.565, H59 1.090, H60 1.090
55 H 8.267 -23.522 10.108  C52 1.090
56 H 6.736 -22.598 9.999  C52 1.090
57 H 7.568 -24.713 8.386  C53 1.090
58 H 5.777 -24.307 8.588  C53 1.090
59 H 7.483 -26.437 9.636  C54 1.090
60 H 5.738 -26.566 9.456  C54 1.090
61 O 8.391 -14.736 0.926  C62 1.228
62 C 8.011 -13.801 1.627  O61 1.228, O63 1.360, C66 1.528
63 O 8.544 -13.385 2.807  C62 1.360, C64 1.463
64 C 7.978 -12.187 3.426  O63 1.463, C65 1.502, H67 1.090, H68 1.090
65 C 6.849 -11.919 2.473  C64 1.502, C66 1.514, H69 1.090, H70 1.090
66 C 6.994 -12.740 1.210  C62 1.528, C65 1.514, H71 1.090, H72 1.090
67 H 8.655 -11.333 3.442  C64 1.090
68 H 7.528 -12.385 4.399  C64 1.090
69 H 6.761 -10.871 2.185  C65 1.090
70 H 5.893 -12.000 2.991  C65 1.090
71 H 7.386 -12.173 0.366  C66 1.090
72 H 6.087 -13.211 0.831  C66 1.090
73 O 13.374 -29.284 5.858  C74 1.223
74 C 14.075 -29.975 5.132  O73 1.223, O75 1.361, C78 1.546
75 O 13.624 -30.565 3.992  C74 1.361, C76 1.410
76 C 14.630 -31.324 3.359  O75 1.410, C77 1.513, H79 1.090, H80 1.090
77 C 15.927 -30.913 4.022  C76 1.513, C78 1.473, H81 1.090, H82 1.090
78 C 15.538 -30.422 5.355  C74 1.546, C77 1.473, H83 1.090, H84 1.090
79 H 14.558 -31.060 2.304  C76 1.090
80 H 14.361 -32.359 3.566  C76 1.090
81 H 16.296 -30.089 3.411  C77 1.090
82 H 16.572 -31.788 3.938  C77 1.090
83 H 16.140 -29.596 5.735  C78 1.090
84 H 15.515 -31.277 6.030  C78 1.090
85 O 16.788 -15.723 -2.737  C86 1.211
86 C 15.892 -16.536 -2.707  O85 1.211, O87 1.349, C90 1.525
87 O 15.366 -16.961 -1.540  C86 1.349, C88 1.440
88 C 14.294 -17.879 -1.823  O87 1.440, C89 1.534, H91 1.090, H92 1.090
89 C 13.836 -17.517 -3.242  C88 1.534, C90 1.483, H93 1.090, H94 1.090
90 C 15.133 -17.168 -3.869  C86 1.525, C89 1.483, H95 1.090, H96 1.090
91 H 13.458 -17.867 -1.124  C88 1.090
92 H 14.448 -18.958 -1.787  C88 1.090
93 H 13.106 -16.709 -3.196  C89 1.090
94 H 13.381 -18.377 -3.734  C89 1.090
95 H 15.098 -16.408 -4.650  C90 1.090
96 H 15.580 -18.060 -4.308  C90 1.090
97 N 20.107 -24.714 3.447  C98 1.392, C101 1.354, H102 1.010
98 C 20.203 -24.564 2.066  N97 1.392, C99 1.364, H103 1.080
99 C 18.949 -24.458 1.543  C98 1.364, C100 1.434, H104 1.080
100 C 18.113 -24.317 2.700  C99 1.434, C101 1.357, H105 1.080
101 C 18.807 -24.645 3.819  N97 1.354, C100 1.357, H106 1.080
102 H 20.865 -25.011 4.045  N97 1.010
103 H 21.147 -24.810 1.603  C98 1.080
104 H 18.743 -24.469 0.482  C99 1.080
105 H 17.043 -24.178 2.741  C100 1.080
106 H 18.485 -24.872 4.825  C101 1.080
107 N 9.419 -21.582 2.702  C108 1.366, C111 1.353, H112 1.010
108 C 8.981 -22.876 2.690  N107 1.366, C109 1.378, H113 1.080
109 C 9.820 -23.655 3.457  C108 1.378, C110 1.400, H114 1.080
110 C 10.779 -22.787 3.994  C109 1.400, C111 1.407, H115 1.080
111 C 10.517 -21.500 3.489  N107 1.353, C110 1.407, H116 1.080
112 H 9.028 -20.817 2.172  N107 1.010
113 H 8.062 -23.056 2.151  C108 1.080
114 H 9.693 -24.704 3.681  C109 1.080
115 H 11.444 -23.138 4.769  C110 1.080
116 H 10.926 -20.524 3.704  C111 1.080
117 N 8.210 -16.885 8.249  C118 1.396, C121 1.385, H122 1.010
118 C 9.264 -17.224 9.100  N117 1.396, C119 1.391, H123 1.080
119 C 9.167 -16.368 10.192  C118 1.391, C120 1.416, H124 1.080
120 C 7.956 -15.649 10.049  C119 1.416, C121 1.361, H125 1.080
121 C 7.393 -15.938 8.844  N117 1.385, C120 1.361, H126 1.080
122 H 8.030 -17.420 7.412  N117 1.010
123 H 10.097 -17.854 8.825  C118 1.080
124 H 9.825 -16.435 11.047  C119 1.080
125 H 7.558 -14.939 10.758  C120 1.080
126 H 6.563 -15.533 8.284  C121 1.080
127 C 5.777 -20.666 -4.162  C128 1.567, H131 1.090, H132 1.090, H133 1.090
128 C 5.693 -19.144 -3.801  C127 1.567, O129 1.215, C130 1.481
129 O 4.913 -18.851 -2.917  C128 1.215
130 C 6.433 -18.131 -4.588  C128 1.481, H134 1.090, H135 1.090, H136 1.090
131 H 4.836 -21.153 -3.907  C127 1.090
132 H 6.550 -21.183 -3.592  C127 1.090
133 H 6.105 -20.825 -5.189  C127 1.090
134 H 7.460 -18.047 -4.232  C130 1.090
135 H 5.936 -17.174 -4.433  C130 1.090
136 H 6.344 -18.462 -5.622  C130 1.090
137 C -0.064 -26.602 0.420  C138 1.513, H141 1.090, H142 1.090, H143 1.090
138 C 0.569 -25.307 -0.040  C137 1.513, O139 1.253, C140 1.514
139 O 1.799 -25.118 0.103  C138 1.253
140 C -0.270 -24.300 -0.798  C138 1.514, H144 1.090, H145 1.090, H146 1.090
141 H -0.929 -26.790 -0.216  C137 1.090
142 H -0.461 -26.438 1.422  C137 1.090
143 H 0.662 -27.413 0.367  C137 1.090
144 H 0.271 -23.984 -1.690  C140 1.090
145 H -0.366 -23.412 -0.173  C140 1.090
146 H -1.235 -24.726 -1.075  C140 1.090
147 C 8.001 -28.069 -3.102  C148 1.504, H151 1.090, H152 1.090, H153 1.090
148 C 9.278 -28.458 -2.409  C147 1.504, O149 1.246, C150 1.583
149 O 9.575 -29.649 -2.195  C148 1.246
150 C 10.304 -27.262 -2.258  C148 1.583, H154 1.090, H155 1.090, H156 1.090
151 H 8.250 -27.297 -3.829  C147 1.090
152 H 7.260 -27.734 -2.377  C147 1.090
153 H 7.647 -28.901 -3.711  C147 1.090
154 H 10.764 -27.022 -3.217  C150 1.090
155 H 11.028 -27.510 -1.482  C150 1.090
156 H 9.919 -26.324 -1.857  C150 1.090

Summary:
- HOMO-LUMO gap (Eh) = 0.3038
- ΔE to the lowest compared entry with this formula, charge and spin (eV) = 0.371
- molecular weight (g mol⁻¹) = 1064.23
- highest occupied orbital energy (eV) = -8.5
- LUMO (eV) = -0.21